Model A:
21
Properties=species:S:1:pos:R:3 method="wB97M-V/def2-TZVPD" gap_ev=10.4 smiles=O.O.O.O.O.O.O spin_multiplicity=1 lumo_energy_ev=0.2
H -1.5119 0.4210 0.0182
H -0.2185 -0.0929 -0.6911
H -1.5206 -1.0301 1.2281
H -0.3745 -1.1051 2.2770
H -2.1866 3.0064 -0.4970
H -3.5911 2.8554 -0.6340
H 3.1542 1.0027 -0.8748
H 3.3689 1.5225 -2.2738
H -3.0195 -2.9323 -1.1134
H -2.2643 -1.7638 -1.5824
H 2.5181 -2.0177 -0.8177
H 2.3251 -1.9106 0.5595
H 1.6032 0.5758 2.4337
H 1.9770 1.7390 1.6686
O -0.5471 0.3222 0.0713
O -0.8107 -1.5861 1.6551
O -2.9953 3.0763 0.0259
O 3.7895 1.1177 -1.4796
O -3.1624 -1.9452 -1.3573
O 1.7909 -2.0565 -0.1651
O 1.6754 0.8014 1.5488



Model B:
21
Properties=species:S:1:pos:R:3 method="wB97M-V/def2-TZVPD" gap_ev=11.0 smiles=O.O.O.O.O.O.O spin_multiplicity=1 lumo_energy_ev=-0.3
H -0.4895 1.2205 -0.6660
H -1.0980 0.3309 0.2931
H 3.7839 0.6802 -0.0166
H 5.0102 0.1915 0.6107
H 1.5007 -3.2735 1.7072
H 0.7038 -1.9946 1.8887
H 0.9446 4.7514 2.2194
H 0.0984 3.5020 1.9618
H -2.4536 -1.7126 -2.2134
H -3.5149 -1.2428 -1.3374
H -0.0012 -0.5851 -4.4010
H 0.4255 0.0176 -5.5971
H -2.3764 -1.0215 2.8177
H -3.7585 -0.9401 2.3643
O -0.4848 1.0623 0.3511
O 4.7949 0.7166 -0.1730
O 1.3317 -2.5527 2.3252
O 0.0142 4.4092 2.2588
O -2.9247 -1.9421 -1.3699
O 0.2410 -0.8291 -5.3250
O -2.8191 -0.8547 1.9788



Stability check: which of them is most stable? model B.



Model A:
21
Properties=species:S:1:pos:R:3 method="wB97M-V/def2-TZVPD" gap_ev=11.3 smiles=O.O.O.O.O.O.O spin_multiplicity=1 lumo_energy_ev=0.4
H -1.2809 1.2703 0.6556
H 0.0820 1.6888 1.0982
H 0.8474 1.3640 -1.6687
H -0.3220 0.3098 -1.8895
H 2.0599 0.8034 0.2840
H 2.4093 2.2713 0.6278
H -1.0810 -1.9070 0.6954
H -2.6035 -2.2622 0.9018
H -0.2077 -0.2197 1.6355
H 0.9108 -1.2639 1.1159
H 2.5948 -1.6246 -0.6112
H 1.4801 -0.5249 -1.2371
H -2.6622 0.6849 -1.1854
H -2.0602 -0.5628 -0.3553
O -0.7520 1.3938 1.4830
O 0.5786 0.5689 -2.2302
O 1.8071 1.7239 -0.0195
O -1.9435 -2.0331 0.2429
O 0.0486 -1.1967 1.5648
O 1.9911 -0.8389 -0.3921
O -1.8967 0.3546 -0.7158



Model B:
21
Properties=species:S:1:pos:R:3 method="wB97M-V/def2-TZVPD" gap_ev=10.0 smiles=O.O.O.O.O.O.O spin_multiplicity=1 lumo_energy_ev=-0.3
O -0.4150 12.2240 27.0040
H 0.1830 12.7480 27.5200
H -0.6180 11.6050 27.5490
O 2.0180 11.1220 29.9380
H 2.8120 11.3780 30.5940
H 1.6980 11.9040 29.3150
O 0.9450 13.5210 28.4780
H 1.3610 14.0380 27.8520
H 0.8720 14.1160 29.2160
O 4.6310 15.1390 27.8550
H 3.7850 15.2520 27.2500
H 5.3210 15.5370 27.4350
O 2.3470 14.9120 26.3480
H 2.4430 15.5720 25.6430
H 2.5220 14.0750 25.8990
O 4.0300 14.2630 30.4590
H 3.0640 14.6010 30.4080
H 4.1660 14.6170 29.7100
O 1.4730 15.8030 30.1370
H 1.5140 16.5660 29.6430
H 0.6710 16.0510 30.5080



Stability check: which of them is most stable? model A.



Model A:
21
Properties=species:S:1:pos:R:3 method="wB97M-V/def2-TZVPD" gap_ev=10.9 smiles=O.O.O.O.O.O.O spin_multiplicity=1 lumo_energy_ev=0.3
H 0.4812 -0.1086 0.7578
H 0.5258 -1.5178 0.0996
H 2.1340 -4.4073 0.8655
H 1.3213 -3.4656 0.0221
H -2.4391 -1.7035 3.5237
H -3.5353 -2.5578 3.8471
H 3.3315 1.6970 -3.4869
H 2.0171 1.6309 -2.7065
H -0.1459 1.3507 -1.2644
H 0.6972 0.4481 -2.1074
H -2.1242 0.8674 2.9816
H -2.1876 1.4970 1.5900
H 1.2867 3.2607 -2.0056
H 0.1299 4.2233 -2.1681
O 0.0705 -0.9821 0.8442
O 2.0324 -4.1159 0.0219
O -3.3225 -1.6152 3.7968
O 2.4702 2.1052 -3.3713
O 0.4937 0.5800 -1.1787
O -2.1953 0.5776 2.0626
O 0.2645 3.2986 -2.1690



Model B:
21
Properties=species:S:1:pos:R:3 method="wB97M-V/def2-TZVPD" gap_ev=10.3 smiles=O.O.O.O.O.O.O spin_multiplicity=1 lumo_energy_ev=-0.2
O -2.5649 1.0325 -0.1395
H -2.9053 1.8319 -0.5317
H -2.7348 1.0106 0.7784
O 2.8074 -1.2258 -1.7072
H 2.2404 -0.8023 -2.3162
H 2.3197 -1.7221 -1.0753
O -0.3962 -0.6416 2.1477
H -0.2378 -0.6040 1.1908
H 0.1640 0.0298 2.5772
O 2.4255 -0.2307 1.0573
H 3.1326 -0.8853 1.2145
H 1.7345 -0.6757 0.6370
O 1.7418 1.6687 -1.4051
H 2.0630 1.8784 -0.5014
H 0.9479 2.2099 -1.4003
O -0.1200 -0.0806 -0.5040
H 0.5350 0.5172 -0.9001
H -0.9675 0.3484 -0.6686
O -3.2738 -1.6277 0.6252
H -4.0143 -1.0489 0.9134
H -2.8973 -0.9828 0.0080



Model C:
21
Properties=species:S:1:pos:R:3 method="wB97M-V/def2-TZVPD" gap_ev=11.6 smiles=O.O.O.O.O.O.O spin_multiplicity=1 lumo_energy_ev=0.3
O -6.9524 -6.3788 2.5712
H -6.8633 -7.3539 2.7211
H -7.7444 -6.0673 3.0107
O -4.4241 -5.9005 1.1372
H -4.6294 -5.4817 0.3221
H -5.1886 -5.7606 1.6952
O -6.1735 -9.6348 -1.1807
H -5.4311 -9.3730 -0.6068
H -6.7542 -8.8837 -1.0490
O -6.0061 -8.7214 1.6133
H -6.4764 -9.5580 1.4038
H -5.1206 -8.9347 2.0303
O -2.6290 -8.4932 0.4843
H -3.1699 -7.7453 0.7450
H -1.9446 -8.6382 1.1076
O -7.1365 -6.9207 -0.6963
H -7.9303 -6.4967 -0.3979
H -6.6219 -7.0285 0.1138
O -7.8819 -10.6357 0.6136
H -8.8015 -10.4180 0.6783
H -7.4231 -10.3848 -0.2222



Stability check: which of them is most stable? model C.



Model A:
21
Properties=species:S:1:pos:R:3 method="wB97M-V/def2-TZVPD" gap_ev=11.4 smiles=O.O.O.O.O.O.O spin_multiplicity=1 lumo_energy_ev=0.1
H -0.8049 -0.5542 0.2620
H 0.2132 -0.6026 -0.6699
H 2.7225 2.2189 0.8694
H 3.7456 1.0244 0.4249
H -5.0224 -1.4212 -0.7740
H -5.2176 -0.5801 0.5433
H 3.6264 0.7708 -1.2645
H 4.8388 0.0243 -1.7862
H 2.3180 -3.2270 1.1041
H 3.3375 -2.1573 0.9395
H -3.4954 -1.7797 -1.1333
H -2.3528 -2.4150 -1.6633
H -3.1349 2.9236 0.4023
H -2.6651 4.1947 1.1482
O 0.1147 -0.3304 0.1792
O 3.1591 1.8004 0.1354
O -4.5263 -1.0342 -0.0532
O 4.5755 0.7765 -1.3457
O 2.9255 -2.6295 1.6084
O -2.7868 -2.2851 -0.8402
O -3.2254 3.8998 0.5158



Model B:
21
Properties=species:S:1:pos:R:3 method="wB97M-V/def2-TZVPD" gap_ev=10.6 smiles=O.O.O.O.O.O.O spin_multiplicity=1 lumo_energy_ev=0.1
H -1.6113 -1.6050 0.1361
H -1.9615 -1.4820 -1.3658
H 2.3929 -2.2053 -0.0219
H 3.3199 -0.9203 0.1956
H 0.1255 -0.2305 0.7624
H 0.7409 -0.9063 -0.4135
H 0.6783 2.9815 -0.6034
H 0.0879 1.6018 -0.5447
H -1.8553 2.0008 -1.1676
H -1.8894 0.6357 -0.5737
H 2.4057 1.1901 0.1725
H 3.6393 1.2522 1.1646
H -2.9822 -0.3023 0.5129
H -4.0514 -0.1979 1.6633
O -2.3195 -1.6828 -0.4795
O 3.0754 -1.7102 -0.3695
O 0.2039 -1.0898 0.3618
O 0.8373 2.1637 -0.0767
O -1.3593 1.1412 -1.1716
O 3.0901 0.6473 0.6339
O -3.4077 0.3041 1.1121



Model C:
21
Properties=species:S:1:pos:R:3 method="wB97M-V/def2-TZVPD" gap_ev=11.3 smiles=O.O.O.O.O.O.O spin_multiplicity=1 lumo_energy_ev=0.5
O 2.0938 -0.9012 0.6494
O -3.3665 2.5761 1.3507
O -0.7593 -1.1657 1.6000
O 1.4893 0.0445 -2.1891
H 1.9763 -0.5623 -0.2484
H 2.9858 -0.6814 0.8161
H -3.6159 3.0915 0.5704
H -3.4301 3.2048 2.0586
H -0.7123 -0.7130 0.7654
H 0.0591 -1.6851 1.4891
H 0.8989 0.6812 -1.7369
H 1.9750 0.5482 -2.8267
O -0.0786 2.0273 -0.9051
O 0.9147 -5.0025 -2.2726
O -0.4130 1.2270 1.8658
H 0.2992 -4.6966 -2.9418
H 1.3217 -4.1524 -2.0840
H 0.3395 2.6636 -0.3432
H -0.7388 1.6170 -0.3262
H -0.5209 0.2655 2.0265
H -0.7177 1.6136 2.6820



Model D:
21
Properties=species:S:1:pos:R:3 method="wB97M-V/def2-TZVPD" gap_ev=10.7 smiles=O.O.O.O.O.O.O spin_multiplicity=1 lumo_energy_ev=0.1
O 1.1500 22.3670 -16.3750
H 1.8570 22.8060 -16.7950
H 1.4870 21.6980 -15.7920
O -1.6380 22.2300 -16.4290
H -1.9510 22.0770 -17.3220
H -0.6760 22.3320 -16.3910
O 2.8330 19.8850 -16.9890
H 2.9460 20.2130 -17.9080
H 2.0810 19.2720 -17.1030
O 4.2750 22.4110 -17.5190
H 4.0910 22.4600 -16.5970
H 5.2120 22.1900 -17.5660
O 1.7310 20.8960 -13.9720
H 2.0110 20.0370 -14.2890
H 0.8360 20.7220 -13.6780
O 1.8670 24.2240 -13.3710
H 1.7770 23.7530 -14.2090
H 2.5610 23.7340 -12.8930
O 4.3400 22.8000 -14.4620
H 3.7470 22.2280 -13.9910
H 4.8910 23.0520 -13.7570



Stability check: which of them is most stable? model D.